Computed, not measured: a molecular structure, C17H21AsCl3CoO4S6 in a non-equilibrium geometry, with ωB97M-V/def2-TZVPD.

Last column: Mulliken spin population.
Geometry (Å):
1 Co 0.30926 0.36567 -0.70120  2.749
2 C -3.50188 0.48244 -0.18271  -0.002
3 C -2.53432 -0.65796 -0.43390  0.002
4 C -3.16548 -2.00877 -0.15791  0.002
5 O -1.39579 -0.42875 0.43129  0.034
6 C -2.09133 -0.59007 -1.90604  -0.008
7 O -2.91380 -0.79063 -2.78519  0.016
8 O -0.84119 -0.25509 -2.11570  0.069
9 H -3.90176 0.41911 0.83381  0.000
10 H -4.32103 0.43317 -0.89818  0.000
11 H -2.98902 1.44417 -0.28470  -0.001
12 H -3.49163 -2.06670 0.88432  -0.001
13 H -2.45961 -2.81757 -0.34525  0.000
14 H -4.02527 -2.13699 -0.81171  0.000
15 H -0.98596 -1.28813 0.69110  0.002
16 Cl 7.00041 -1.51656 0.85617  0.001
17 C 5.29106 -1.16958 0.85130  0.008
18 C 4.63542 -0.98542 -0.34638  -0.006
19 C 3.28884 -0.68000 -0.31163  -0.004
20 Cl 2.39067 -0.47524 -1.80620  0.035
21 C 2.53665 -0.53100 0.86042  0.004
22 O 1.27308 -0.18679 0.86162  0.089
23 C 3.24953 -0.80898 2.04163  0.011
24 Cl 2.35943 -0.78322 3.53754  0.001
25 C 4.60007 -1.09700 2.04929  -0.003
26 H 5.15888 -1.09212 -1.28871  -0.001
27 H 5.10943 -1.27914 2.98564  0.000
28 C -2.41439 -3.42645 3.94184  0.000
29 As -0.68762 -2.63220 3.60404  0.000
30 C 0.34277 -3.30020 5.08262  0.000
31 C -0.99469 -0.74778 3.87038  0.001
32 S -0.02807 -3.28736 1.73122  0.000
33 H -2.60176 -3.50674 5.01500  0.000
34 H -2.41358 -4.40780 3.48460  0.000
35 H -3.18906 -2.81428 3.48533  0.000
36 H -0.13354 -3.00316 6.01848  0.000
37 H 1.36134 -2.93115 5.03980  0.000
38 H 0.34188 -4.38255 4.99352  0.000
39 H -1.98461 -0.62135 4.30557  0.000
40 H -0.92485 -0.24902 2.90961  -0.002
41 H -0.24529 -0.34344 4.54720  0.000
42 C -2.76783 2.83924 -3.21971  0.026
43 S -1.76081 4.34865 -3.16905  0.021
44 C -0.19370 3.65855 -3.49977  0.270
45 C 0.66565 3.03879 -2.55511  0.045
46 S 0.24911 2.74038 -0.95740  0.325
47 S 2.24510 2.67929 -3.16240  -0.017
48 C 1.99012 3.17456 -4.80236  -0.065
49 S 3.10024 3.03596 -5.97169  0.268
50 S 0.40740 3.84537 -5.06361  0.125
51 H -3.78188 3.16575 -2.98972  0.000
52 H -2.42330 2.13575 -2.47305  0.005
53 H -2.73518 2.38337 -4.20568  0.000

Computed properties:
Energy: -8349.62807 Ha
Energy relative to the best compared isomer or geometry (same formula, charge and spin): 0.831 eV
Expectation value of S²: 6.045
Spin multiplicity: 5
Maximum force: 0.020 Eh/bohr

Computed, not measured: 6 unconnected molecules or ions with the total composition C14H40F3N5O8S in a non-equilibrium geometry, with ωB97M-V/def2-TZVPD.

Last column: Mulliken spin population.
Geometry (Å):
1 O 0.33313 -0.59160 0.43593  0.006
2 H -0.48161 -0.20475 0.76478  0.002
3 H 0.26316 -1.53463 0.60144  0.001
4 H 0.43397 -0.46202 -0.50992  -0.005
5 C 2.61925 -3.90396 -1.07562  0.000
6 F 1.39209 -4.48290 -0.86264  0.000
7 F 3.06634 -3.21825 0.01017  0.000
8 F 3.51128 -4.76838 -1.55452  0.000
9 S 2.31140 -2.67741 -2.44702  0.000
10 O 1.70106 -1.60901 -1.62100  -0.006
11 O 3.62859 -2.32676 -3.02753  0.000
12 O 1.43118 -3.39894 -3.37349  0.000
13 C -0.89614 0.27042 -3.08882  -0.003
14 O -1.06187 0.14537 -1.89148  0.001
15 N -0.08309 -0.53023 -3.79951  0.011
16 N -1.40883 1.25520 -3.81256  0.000
17 H 0.01229 -0.45367 -4.80208  -0.001
18 H 0.46416 -1.16185 -3.23235  -0.001
19 H -1.34726 1.24481 -4.82063  0.000
20 H -1.71403 2.05279 -3.27330  0.000
21 C -2.65409 -4.40349 1.68555  0.000
22 C -1.74319 -3.28977 1.86080  0.000
23 C -0.29329 -3.62038 2.30630  0.000
24 O 0.47476 -2.49366 2.55464  0.000
25 C 0.22488 -1.70407 3.68795  0.000
26 N -1.44398 -2.68023 0.54304  0.001
27 H -2.17664 -5.06536 0.96301  0.000
28 H -3.62408 -4.09465 1.29589  0.000
29 H -2.69694 -4.92573 2.64134  0.000
30 H -2.14906 -2.45407 2.43087  0.000
31 H 0.25010 -4.11873 1.50352  0.000
32 H -0.27900 -4.38619 3.08182  0.000
33 H 0.85193 -0.81960 3.80028  0.000
34 H 0.52741 -2.32067 4.53435  0.000
35 H -0.82076 -1.39645 3.69823  0.000
36 H -2.26282 -2.18575 0.21887  0.000
37 H -1.15601 -3.31303 -0.18957  0.000
38 C 0.91356 3.70116 -1.64562  0.008
39 C 2.14110 2.80663 -1.97992  0.050
40 C 3.48544 3.23984 -1.37637  0.068
41 O 4.45260 2.40596 -1.88456  0.097
42 C 4.98752 1.49586 -0.98085  0.005
43 N 1.78148 1.50903 -1.56886  0.687
44 H 0.88650 3.88969 -0.57239  0.001
45 H 0.02051 3.11461 -1.86132  0.005
46 H 0.93328 4.64336 -2.19333  -0.005
47 H 2.33740 2.93433 -3.04447  0.098
48 H 3.48671 3.51214 -0.32093  0.002
49 H 3.74943 4.22384 -1.76386  -0.004
50 H 4.29521 0.71958 -0.65496  0.011
51 H 5.20703 1.93736 -0.00874  0.001
52 H 5.88064 0.92792 -1.24141  0.001
53 H 2.61968 0.98871 -1.78518  -0.006
54 H 1.07560 0.92974 -2.00044  -0.026
55 C -0.44357 2.63774 1.57475  0.004
56 C -1.81255 1.98065 1.86849  -0.002
57 C -2.90472 2.62432 0.96806  0.001
58 O -4.29052 2.12196 0.98837  0.000
59 C -4.82937 2.44242 2.26847  0.000
60 N -1.69303 0.56512 1.58095  0.000
61 H -0.28274 2.48342 0.50779  0.003
62 H 0.28938 2.04753 2.12478  -0.003
63 H -0.50492 3.65318 1.96619  0.000
64 H -2.13129 2.15078 2.89687  0.001
65 H -2.70252 2.41257 -0.08188  0.000
66 H -2.91752 3.68201 1.23116  0.000
67 H -4.45886 1.77492 3.04646  0.000
68 H -5.89492 2.22181 2.20495  0.000
69 H -4.65918 3.44425 2.66276  0.000
70 H -1.57995 0.10965 2.47530  0.000
71 H -2.64154 0.29519 1.36283  0.000

Computed properties:
Energy: -2130.50615 Ha
Expectation value of S²: 0.755
Charge: +1
Spin multiplicity: 2
Maximum force: 0.081 Eh/bohr

Computed, not measured: a molecular structure, C29H38HfN8S in a non-equilibrium geometry, with ωB97M-V/def2-TZVPD.

Last column: Mulliken charge in e.
Geometry (Å):
1 Hf -0.64293 -0.56727 0.27386  0.069
2 C -1.41996 2.58355 2.69025  -1.696
3 C -1.80733 1.19796 2.28138  1.176
4 C -1.30647 0.10058 2.99908  -0.770
5 C -1.75071 -1.19831 2.76399  1.237
6 C -1.36826 -2.30382 3.70185  -1.800
7 C -2.69549 -1.40155 1.73266  -1.050
8 C -3.28685 -0.31870 1.06199  0.305
9 C -4.50846 -0.52502 0.22499  -1.648
10 C -2.77117 0.96552 1.29049  -0.766
11 H -1.84794 2.78741 3.67680  0.429
12 H -1.80833 3.33669 2.00623  0.447
13 H -0.33580 2.68293 2.78445  0.294
14 H -0.66612 0.29080 3.85370  0.643
15 H -1.79576 -2.07590 4.68196  0.448
16 H -0.28694 -2.37974 3.83943  0.346
17 H -1.76314 -3.26777 3.39091  0.412
18 H -3.16288 -2.37445 1.63445  0.819
19 H -4.53818 -1.51836 -0.22163  0.452
20 H -4.60575 0.23212 -0.55291  0.433
21 H -5.38032 -0.43500 0.87963  0.384
22 H -3.25850 1.81115 0.81686  0.542
23 C 3.88426 -0.35019 -2.76727  -0.605
24 N 3.63288 -0.92142 -1.43150  0.193
25 C 4.61899 -1.19585 -0.48362  -0.617
26 C 4.02449 -1.79537 0.55285  -0.579
27 N 2.66187 -1.88163 0.24007  0.546
28 C 2.44688 -1.34480 -0.99467  -0.005
29 S 0.94702 -1.20244 -1.82343  -0.248
30 C 1.77995 -2.82263 0.83225  0.387
31 C 2.30481 -4.00453 1.31410  -0.727
32 C 1.44755 -5.01953 1.70132  -0.784
33 C 0.08182 -4.83373 1.54897  -0.901
34 C -0.35841 -3.61355 1.10698  -0.452
35 N 0.45959 -2.58019 0.78952  0.267
36 H 4.92262 -0.03842 -2.81808  0.354
37 H 3.23198 0.50396 -2.93585  0.177
38 H 3.69519 -1.09747 -3.53322  0.354
39 H 5.65378 -0.92981 -0.63596  0.508
40 H 4.43177 -2.13102 1.49412  0.605
41 H 3.37608 -4.15527 1.32834  0.623
42 H 1.84398 -5.95972 2.06674  0.491
43 H -0.62768 -5.61962 1.77340  0.542
44 H -1.41605 -3.43395 0.99209  0.557
45 C -0.52322 4.16649 -0.37639  -0.850
46 N 0.54028 3.89409 -1.39077  0.033
47 C 1.63000 4.93079 -1.29720  -0.906
48 C 0.99620 2.43820 -1.37215  -1.566
49 C 1.56366 1.94769 -0.05733  1.642
50 C 2.79332 2.44703 0.35768  -0.702
51 C 3.38392 2.03352 1.54838  -1.201
52 C 2.75861 1.06675 2.31714  -1.117
53 C 1.55715 0.52885 1.87630  -0.240
54 C 0.92211 0.93592 0.69155  2.201
55 H -0.88935 5.18019 -0.50994  0.446
56 H -0.08108 4.05933 0.60799  0.364
57 H -1.33492 3.45690 -0.51440  0.283
58 H 0.12076 4.02608 -2.30989  0.365
59 H 1.98076 4.98781 -0.27281  0.464
60 H 1.20509 5.88773 -1.58912  0.376
61 H 2.43803 4.66910 -1.97518  0.359
62 H 1.72346 2.34415 -2.17682  0.450
63 H 0.12057 1.86245 -1.64759  0.218
64 H 3.32920 3.16338 -0.25551  0.679
65 H 4.32880 2.46114 1.86514  0.476
66 H 3.20332 0.72709 3.24592  0.567
67 H 1.11958 -0.25111 2.49815  0.174
68 N -3.10182 -2.09657 -4.96910  -0.292
69 C -3.66632 -0.97128 -4.56100  0.573
70 N -4.61156 -0.38828 -5.26648  -0.330
71 N -3.30045 -0.36757 -3.40698  -0.528
72 C -2.55943 -0.47380 -2.43477  0.969
73 N -1.91014 -0.44282 -1.43567  -1.183
74 H -3.39694 -2.55623 -5.81902  0.237
75 H -2.38068 -2.54577 -4.43295  0.180
76 H -4.95158 -0.77564 -6.13462  0.223
77 H -5.04337 0.45873 -4.93016  0.241

Computed properties:
Energy: -2010.89794 Ha
Charge: +4
Maximum force: 0.021 Eh/bohr

Computed, not measured: a molecular structure, C3H9CuFO2P2, with ωB97M-V/def2-TZVPD.

Last column: Mulliken charge in e.
Geometry (Å):
1 C 0.53873 0.25177 1.98741  -0.881
2 C -0.87588 0.38316 1.41962  -1.095
3 C -0.98419 0.20811 -0.09431  0.492
4 F -2.22727 0.72609 -0.46900  -0.313
5 P -0.81237 -1.54257 -0.71514  -0.054
6 P 1.17561 -1.55910 -1.84331  0.397
7 O 0.59978 -1.56661 -3.35871  -0.427
8 O 1.74741 -0.02613 -1.66693  -0.456
9 H 0.54724 0.34381 3.07342  0.385
10 H 0.97775 -0.70940 1.72564  0.300
11 H 1.24168 1.00502 1.59200  0.351
12 H -1.30346 1.40893 1.68552  0.597
13 H -1.59235 -0.26631 1.92401  0.373
14 H -0.23837 0.85231 -0.60683  0.147
15 H -0.22279 -1.99000 0.48616  0.041
16 H 0.45713 -0.75875 -3.86059  0.310
17 H 1.35207 0.66466 -2.21193  0.295
18 Cu -0.38072 2.57502 0.93298  0.541

Computed properties:
Energy: -2692.92386 Ha
Energy relative to the best compared isomer or geometry (same formula, charge and spin): 0.000 eV
Charge: +1
Maximum force: 0.018 Eh/bohr